No. 1
C2H3ClFN | wB97M-V/def2-TZVPD

**Total energy**: -692.7714 hartree
**Kohn-Sham gap**: 11.426 eV
**2S+1**: 1

Last column: natural (NBO) charge in e.
Geometry (Å):
C -1.1404 0.4779 -0.5535  -0.0003
N -0.3906 0.5306 0.4369  -0.4375
C 0.6688 -0.3604 0.5661  0.2880
F 0.5405 -1.5839 -0.0630  -0.3538
Cl 2.0521 0.4559 -0.0778  -0.0202
H -1.7535 1.2727 -0.6856  0.1718
H -1.0222 -0.2220 -1.3404  0.1613
H 1.0453 -0.5709 1.7173  0.1907

No. 2
C29H57Cl3N2O3PRhSi | wB97M-V/def2-TZVPD

**Total energy**: -3596.1790 hartree
**Kohn-Sham gap (alpha / beta)**: 5.642 / 5.164 eV
**2S+1**: 5
**<S²>**: 6.018

Last column: Löwdin spin population.
Geometry (Å):
C 0.4142 5.6380 -1.5418  0.0043
C -0.5416 4.6510 -0.8808  0.0397
H 0.1768 5.5859 -2.6268  0.0002
H 1.4561 5.2978 -1.3899  0.0001
H 0.3124 6.7036 -1.1916  0.0009
C -1.8267 4.8956 -0.7595  0.0137
C -2.4901 6.1799 -1.2315  0.0040
H -2.5130 4.0850 -0.3700  0.0011
H -1.9111 6.5803 -2.0895  0.0002
H -2.5880 6.9916 -0.4769  0.0001
H -3.5066 5.9438 -1.5780  0.0006
Rh 1.8042 -1.4787 1.2590  2.0763
Cl 3.5087 0.1002 0.5084  0.0636
Cl 0.6034 -0.0070 -2.1878  0.1567
H 2.8561 -5.3299 -1.3938  0.0002
H 6.0506 -3.7869 -1.7397  0.0002
C 3.0540 -4.6798 -2.2541  0.0008
C 5.2873 -3.5545 -2.4939  0.0013
N 3.9494 -3.5890 -1.9224  0.0056
H 2.1041 -4.3134 -2.6579  0.0002
C 3.5196 -2.7068 -1.0120  0.0115
O 2.4062 -2.8747 -0.4482  0.0708
H 5.4963 -2.5701 -2.9344  0.0001
H 4.1175 -1.8199 -0.7604  0.0008
H 3.5266 -5.2900 -3.0137  0.0000
H 5.3342 -4.3208 -3.2650  0.0002
H -1.9075 1.4208 -3.2318  -0.0008
H -3.6350 2.3701 -1.4371  0.0000
C -2.7414 0.7465 -3.4832  -0.0006
C -4.2906 1.5281 -1.7176  0.0000
N -3.5002 0.4377 -2.2834  0.0003
H -2.3625 -0.1702 -3.9477  0.0000
C -3.1486 -0.6152 -1.4770  -0.0001
O -2.1284 -1.3005 -1.5503  0.0002
H -4.8203 1.1511 -0.8343  0.0000
H -3.9523 -0.8039 -0.7188  0.0000
H -3.4137 1.2644 -4.1730  0.0000
H -5.0065 1.8877 -2.4674  0.0000
O 0.1193 2.3462 -1.6613  0.6556
C 0.0345 3.1913 -0.5352  0.0405
C -1.8178 2.1411 0.9082  0.0080
C -0.5370 2.7158 0.8111  0.0342
H -2.3667 1.9035 -0.0005  -0.0001
C -2.3848 1.9452 2.1863  0.0040
H 1.0815 3.4216 -0.3321  -0.0011
C 0.2080 2.9713 1.9943  0.0091
H -3.4085 1.5895 2.2920  0.0003
C -1.6711 2.2351 3.3585  -0.0001
C -0.3520 2.7163 3.2471  0.0096
H 1.2444 3.3883 1.9397  0.0002
H -2.0656 2.0461 4.3735  -0.0001
H 0.2517 2.8746 4.1526  0.0004
Si 1.1412 1.6600 -3.2966  0.0036
Cl 0.4499 0.0977 1.5130  0.3443
C 0.3795 1.2780 -5.0434  -0.0012
C 3.0472 1.2658 -3.3808  0.0068
C 1.3825 3.5629 -3.4685  0.0449
H -0.7232 1.2075 -5.0111  0.0000
H 0.7843 0.3471 -5.4953  -0.0001
H 0.6341 2.1161 -5.7164  -0.0002
H 0.3597 3.9914 -3.5527  -0.0009
H 1.9812 3.9100 -4.3321  0.0079
H 1.8940 3.8748 -2.5301  -0.0002
H 3.4663 1.1911 -2.3629  0.0006
H 3.5815 2.0701 -3.9060  0.0000
H 3.3000 0.3242 -3.8987  0.0001
C -2.4376 -1.3452 1.9198  0.0052
C -1.4130 -1.6732 3.0176  0.0171
C -2.0430 -2.4565 4.1542  0.0108
P 0.1791 -2.3928 2.4543  0.1438
C 1.5016 -1.8537 3.6364  0.0589
C 1.0136 -1.4647 5.0455  0.0205
C 2.6306 -2.8689 3.4903  0.0375
C -0.1209 -4.1103 1.8363  0.0159
C -0.3743 -5.0021 3.0479  0.0132
C -1.2346 -4.1573 0.7709  0.0042
H -2.8062 -2.2365 1.4047  0.0001
H -2.0005 -0.6960 1.1520  0.0018
H -3.3104 -0.8270 2.3537  0.0002
H -1.1039 -0.6984 3.4150  0.0004
H -2.5501 -3.3532 3.7834  0.0001
H -1.3016 -2.7387 4.9090  0.0012
H -2.7913 -1.8249 4.6542  0.0023
H 1.8624 -0.9067 3.1538  0.0206
H 0.5645 -2.3240 5.5748  0.0026
H 1.9064 -1.1293 5.5998  -0.0001
H 0.3133 -0.6089 5.0128  0.0007
H 3.0672 -2.8009 2.4493  0.0145
H 3.4367 -2.5675 4.1746  0.0011
H 2.2875 -3.8990 3.6968  0.0018
H 0.8198 -4.4106 1.3300  0.0015
H -1.3521 -4.8195 3.5164  0.0002
H -0.3150 -6.0472 2.7187  0.0029
H 0.4099 -4.8593 3.8022  0.0013
H -1.2081 -3.2985 0.0830  0.0015
H -1.0955 -5.0571 0.1507  -0.0001
H -2.2425 -4.2027 1.2127  0.0000

Energy relative to the best compared isomer or geometry (same formula, charge and spin) in kcal per mole, matching the order above: 10.2, 112.2